Entry 1:
Molecular formula: C20H30CoN4OSSi2
Method: DFT, ωB97M-V with the def2-TZVPD basis set

XYZ file:
```
59
Properties=species:S:1:pos:R:3
H 1.590 -1.733 -0.518
H 1.020 2.528 1.865
N -0.420 0.001 3.189
C 2.024 -1.568 0.463
C 2.448 1.434 -1.266
H 3.436 -0.925 3.943
H 0.285 3.501 -2.603
H -4.249 1.299 4.439
C -0.290 2.931 0.199
H 1.120 -0.061 4.596
C -1.662 3.511 -0.108
H -0.233 -3.768 0.180
H -4.053 -1.954 -0.365
H -3.604 -0.820 -1.640
H -1.765 -3.723 1.052
C -0.506 -1.564 -2.050
H -0.708 2.496 2.265
C -2.425 0.858 3.729
S -3.045 0.761 2.109
C 1.726 -0.765 2.630
H 2.911 0.496 -0.953
H 0.703 2.349 -3.864
O -0.229 1.556 -0.247
N 1.242 -0.953 1.348
H -1.176 -3.518 -2.634
C 1.089 -0.599 -3.603
Si -1.543 -1.660 -0.391
H 0.101 4.046 1.997
H 0.469 3.496 -0.357
C 3.315 -1.982 0.718
C -0.538 -2.681 -2.894
C 1.055 -1.725 -4.406
H -1.746 -4.191 -0.648
H -3.370 -2.559 -1.885
C 0.219 -2.774 -4.051
H -3.066 1.093 5.630
C -1.294 -3.519 0.086
N -1.253 0.503 4.138
H 2.574 2.148 -0.448
Co -0.812 -0.129 1.175
N -3.280 1.397 4.691
H 3.001 1.814 -2.128
C 3.065 -1.122 2.944
Si 0.606 1.192 -1.641
H 1.745 0.222 -3.882
H -1.716 4.546 0.235
H -0.936 2.384 -3.219
H -1.859 3.484 -1.181
H 0.167 -3.662 -4.670
C -3.317 -1.753 -1.148
C 3.849 -1.723 2.003
H 4.868 -2.008 2.236
C 0.119 2.479 -2.951
C 0.320 -0.492 -2.433
H -2.418 2.923 0.411
H 1.672 -1.780 -5.295
C 0.055 3.004 1.677
H 3.894 -2.489 -0.040
C 0.825 -0.250 3.569
```

Results
Lowest unoccupied orbital energy (spin up / spin down) in eV: 2.726 / 2.723
Relative energy (zero: lowest compared OMol25 entry of this formula, charge and spin) in kcal/mol: 0.0
Charge: -1
Multiplicity: 5
E in eV: -93456.209
Gap between HOMO and LUMO (spin up / spin down) in eV: 4.949 / 6.997
HOMO (spin up / spin down) in eV: -2.22 / -4.27

Here are the Löwdin charges for atoms 1 to 4, given in e:
1. H 0.0892
2. H 0.0821
3. N -0.1596
4. C -0.1897

Entry 2:
Molecular formula: C20H30F12N2O24S4Zr
Method: DFT, ωB97M-V with the def2-TZVPD basis set

XYZ file:
```
93
Properties=species:S:1:pos:R:3
C 22.206 15.996 20.319
O 15.601 10.560 20.660
C 13.560 15.858 15.028
C 17.176 16.458 16.754
C 13.780 19.308 13.857
F 14.086 19.367 18.933
C 13.207 17.884 13.875
C 17.597 9.750 14.256
N 17.004 12.876 20.284
O 13.563 15.008 15.896
O 16.365 11.189 18.568
C 24.576 18.172 19.578
C 17.152 11.928 14.548
O 18.021 11.025 14.202
C 13.857 16.773 12.957
F 11.734 14.089 18.929
O 19.218 14.097 18.775
C 19.115 13.406 17.714
F 19.378 14.288 22.365
O 16.097 17.696 21.165
C 22.403 18.592 19.974
H 15.230 11.457 15.212
H 12.141 17.963 13.661
S 14.881 17.270 20.438
H 17.461 15.998 21.525
H 18.466 16.509 20.515
F 11.398 15.862 20.232
F 14.514 17.560 17.823
H 14.841 14.145 17.352
H 16.248 18.086 15.697
O 14.170 13.425 20.417
S 17.140 12.826 22.130
O 13.545 15.616 13.753
H 15.381 11.338 13.413
O 13.551 17.611 21.046
H 20.385 12.177 16.662
S 16.713 11.262 19.974
H 17.421 12.331 15.524
H 14.929 16.806 12.760
H 14.818 19.381 14.182
N 15.221 15.570 19.884
F 19.046 12.902 23.853
H 21.890 18.566 20.936
H 13.131 19.984 14.413
O 19.303 18.086 20.780
H 22.021 16.368 21.327
O 16.535 14.090 22.479
C 17.118 17.432 15.653
O 17.898 13.204 17.608
S 13.927 14.865 20.536
O 23.948 17.139 19.006
H 18.936 18.968 20.830
H 13.632 19.572 12.810
Zr 16.936 14.667 18.981
F 18.327 9.370 19.247
H 19.255 17.755 21.677
O 13.641 15.229 21.923
O 16.251 9.822 14.313
C 19.005 13.044 22.545
C 18.413 10.206 20.188
F 19.531 10.932 19.932
F 16.119 18.919 18.687
H 17.296 12.905 12.671
H 20.863 13.962 16.654
H 13.250 16.735 12.052
C 17.243 13.161 13.730
O 16.332 15.632 16.977
F 19.738 12.214 21.945
O 15.285 13.542 17.948
H 21.757 19.115 19.270
F 18.327 9.589 21.379
H 21.398 15.379 19.926
O 25.738 18.149 19.577
O 23.740 19.136 20.102
H 14.645 12.848 18.107
H 16.852 16.820 14.792
F 12.723 15.996 18.428
O 17.780 15.852 20.635
H 23.104 15.387 20.426
C 12.319 15.267 19.474
C 15.861 11.159 14.375
O 13.433 17.225 15.172
H 21.977 17.095 18.433
H 16.403 13.855 13.726
H 18.064 17.958 15.530
C 22.593 17.155 19.331
H 18.105 13.807 13.899
C 14.936 18.331 18.829
C 20.068 13.218 16.601
O 17.974 16.438 17.643
O 16.718 11.642 22.883
H 19.702 13.257 15.575
O 18.293 8.771 14.344
```

Results
Lowest unoccupied orbital energy in eV: -1.506
Charge: 0
E in eV: -150575.239
Gap between HOMO and LUMO in eV: 8.733
HOMO in eV: -10.24

Here are the Löwdin charges for atoms 1 to 4, given in e:
1. C -0.0003
2. O -0.2806
3. C -0.5493
4. C -0.7862

Entry 3:
Molecular formula: C20H30F18Na3O15P3
Method: DFT, ωB97M-V with the def2-TZVPD basis set

XYZ file:
```
89
Properties=species:S:1:pos:R:3
O 6.590 -2.086 -1.978
H 3.910 -1.208 -2.628
C 0.408 3.429 -3.358
C 2.968 -11.562 -2.240
H 2.463 -10.885 -2.930
H -8.370 2.269 -7.961
C 2.814 -8.686 -0.329
H 4.979 0.628 -0.829
H 5.698 -1.690 -0.220
H -5.820 3.824 -7.620
Na -4.402 -3.040 -2.411
F -5.452 -5.234 6.714
O 2.157 -7.690 0.001
H -1.961 4.827 -2.456
H 3.816 -11.970 -2.790
C 3.386 5.242 4.023
H -6.953 4.911 -5.865
O -6.061 2.093 -6.734
F -0.332 -1.876 1.086
H -0.227 3.513 -4.240
O 1.735 3.632 -3.739
F -0.850 -0.362 2.710
F -3.439 4.671 7.106
C 4.497 -9.929 -1.026
H 2.597 4.474 2.241
O -5.387 1.429 -4.718
F -1.587 3.628 5.977
Na -0.993 -5.344 2.883
F -3.486 -5.595 7.938
H -8.346 3.693 -6.060
O 0.916 7.611 4.318
P -1.160 -0.489 1.109
F -2.727 4.133 9.065
F -5.105 -4.221 8.732
C 6.102 -3.085 -2.676
C 1.731 6.783 3.968
H -1.279 5.448 -3.809
C 3.032 3.839 4.592
C -1.078 5.401 -2.739
F -3.111 2.476 7.319
F 0.207 0.328 0.529
H 0.250 2.458 -2.889
O 3.303 5.260 -3.262
F -5.293 -2.990 6.881
F -0.944 2.833 8.198
H 6.705 0.328 -0.876
P -4.331 -4.273 7.314
O 2.267 -9.910 -0.674
O 1.833 6.280 2.751
C 2.184 4.802 -3.148
H 2.186 -12.233 -1.886
F -1.706 -0.886 -0.394
F -3.590 -4.336 5.850
C -7.583 2.903 -8.369
C 4.314 -1.955 -1.945
H 5.940 0.348 -2.406
C -6.642 3.224 -7.230
H 3.340 -11.356 -0.015
F -3.222 -3.288 7.927
O 6.785 -3.877 -3.330
H 2.247 3.308 4.053
F -2.508 -1.333 1.609
C 2.940 5.424 2.652
H 3.774 5.709 2.012
C 5.637 -1.446 -1.280
H 2.738 3.927 5.638
O -6.772 3.045 -4.994
H 3.657 -2.231 -1.121
C 0.059 4.546 -2.281
H -7.098 2.394 -9.203
H -0.104 4.074 -1.312
O 4.082 -8.692 -0.593
Na -4.485 2.582 3.780
F -1.215 5.063 7.555
O 1.240 5.356 -2.364
O 4.741 -3.082 -2.637
P -2.129 3.777 7.561
C -6.100 2.065 -5.456
C -7.274 3.876 -5.987
C 3.294 -10.786 -0.943
H 5.349 -10.350 -0.492
H 4.404 5.560 4.247
C 5.760 0.087 -1.363
H -8.149 3.772 -8.703
F -2.105 0.797 1.134
H -1.026 6.416 -2.344
O 2.561 6.111 4.795
H 4.917 -9.792 -2.023
H 3.888 3.164 4.612
```

Results
Lowest unoccupied orbital energy in eV: -3.957
Charge: 0
E in eV: -141983.897
Gap between HOMO and LUMO in eV: 6.032
HOMO in eV: -9.99

Here are the Löwdin charges for atoms 1 to 4, given in e:
1. O 0.1188
2. H 0.1344
3. C -0.1132
4. C 0.0055

Entry 4:
Molecular formula: C20H30F2N6O3P2SV
Method: DFT, ωB97M-V with the def2-TZVPD basis set

XYZ file:
```
65
Properties=species:S:1:pos:R:3
N 0.479 -0.360 2.916
P 1.337 -0.179 1.557
H -0.326 -1.862 4.119
C -2.066 0.590 -3.199
C -2.159 -2.804 -0.950
S -2.695 0.797 0.702
N -1.734 1.491 -2.268
P 0.383 -1.909 -0.627
H -3.117 0.147 -5.003
C 0.652 -1.559 3.750
H 4.125 -1.061 3.020
H -1.609 -3.848 1.479
H -1.656 -0.401 -3.063
H 2.247 -4.610 -1.207
H -0.786 -4.802 0.211
C -1.597 3.624 -1.346
H 3.786 1.410 2.933
H 2.487 -3.532 0.177
H 2.382 -2.482 -3.393
H 4.713 -1.103 1.343
C 3.542 1.303 1.875
H 3.493 -3.342 -1.266
H 0.679 -2.028 -3.320
C 2.494 -3.590 -0.908
C -0.782 -3.865 0.770
C 1.419 -2.736 -2.952
C -1.142 5.749 -0.246
C -2.169 2.767 -2.380
O 1.119 -1.538 0.747
F 0.424 5.795 1.482
H -2.129 -3.665 -1.621
O -0.070 -0.627 -1.354
N 2.947 -0.015 1.607
C 0.013 3.729 0.475
C -0.686 3.012 -0.474
H 1.062 -2.381 3.164
C -0.052 0.791 3.663
H -1.318 6.811 -0.156
N -2.360 -1.433 2.444
H 0.643 1.096 4.447
H -2.303 -1.892 -1.526
N -0.936 -2.720 -0.143
V -0.761 0.965 -0.436
F -2.669 5.622 -1.990
C -3.366 2.198 -4.368
H -4.015 2.478 -5.187
H 1.136 -3.747 -3.249
H -3.358 4.159 -3.490
C -2.878 0.904 -4.271
H 1.319 -1.351 4.588
H 0.729 3.289 1.152
H 2.861 2.095 1.573
C -0.239 5.096 0.567
H -3.001 -2.914 -0.266
H 4.452 1.393 1.283
H -0.995 0.486 4.116
H 0.147 -3.789 1.333
C 3.825 -1.134 1.973
O 0.741 0.995 0.759
C -2.469 -0.537 1.730
H -0.241 1.625 2.990
H 3.324 -2.087 1.816
N 1.531 -2.646 -1.489
C -1.805 4.992 -1.195
C -3.007 3.143 -3.420
```

Results
Lowest unoccupied orbital energy (spin up / spin down) in eV: -8.004 / -7.406
Relative energy (zero: lowest compared OMol25 entry of this formula, charge and spin) in kcal/mol: 2.0
Charge: +2
Multiplicity: 2
E in eV: -96836.554
Gap between HOMO and LUMO (spin up / spin down) in eV: 6.378 / 6.993
HOMO (spin up / spin down) in eV: -14.38 / -14.40

Here are the Löwdin charges for atoms 1 to 4, given in e:
1. N -0.2903
2. P 0.5659
3. H 0.0856
4. C -0.0871